[1]
A 12-piece molecular cluster, H24O12 overall at a distorted geometry. Source: the OMol25 dataset; level of theory: wB97M-V/def2-TZVPD.

XYZ file:
```
36
Properties=species:S:1:pos:R:3:lowdin_charge:R:1
O -0.29 -0.02 -0.64 -0.0296
H -0.04 -0.32 -1.52 0.0584
H -1.18 -0.37 -0.52 0.0334
O -4.81 0.16 1.69 -0.0519
H -4.12 -0.47 1.46 0.0251
H -4.68 0.31 2.63 0.0308
O 3.26 -2.76 -1.28 -0.0539
H 2.57 -3.37 -1.55 0.0478
H 3.53 -3.08 -0.41 0.0440
O -1.03 -1.25 4.20 -0.0446
H -1.77 -0.88 4.70 0.0493
H -1.43 -1.55 3.38 0.0389
O 1.91 1.65 1.44 -0.1052
H 2.13 2.08 0.60 0.0482
H 1.16 2.16 1.77 0.0221
O -2.62 0.00 -2.29 -0.0609
H -3.25 0.63 -2.67 0.0464
H -2.16 0.52 -1.61 -0.0134
O 2.83 -0.51 -5.33 -0.0673
H 2.33 -0.48 -4.51 -0.0136
H 2.54 -1.32 -5.76 0.0314
O -1.00 2.72 0.18 -0.0913
H -1.15 2.70 1.13 0.0584
H -0.69 1.83 -0.03 0.0090
O 2.93 -0.72 -2.72 -0.0672
H 2.05 -1.08 -2.90 0.0255
H 3.52 -1.48 -2.83 0.0374
O 2.32 -1.82 1.75 -0.0444
H 2.54 -1.66 2.67 0.0336
H 1.36 -1.93 1.75 0.0278
O -2.78 2.85 -0.74 -0.0946
H -3.62 2.83 -0.27 0.0458
H -2.44 3.73 -0.58 0.0536
O 0.78 0.57 2.66 -0.1022
H 1.38 0.09 3.24 0.0512
H -0.09 0.23 2.89 0.0219
```

Output
- ΔE to the lowest compared entry with this formula, charge and spin (kcal/mol) = 137.7
- orbital gap (eV) = 8.4411
- highest occupied orbital energy (eV) = -9.0
- LUMO energy (eV) = -0.59

=====

[2]
A 10-piece molecular cluster, C16H47NO10 overall at a distorted geometry. Source: the OMol25 dataset; level of theory: wB97M-V/def2-TZVPD.

XYZ file:
```
74
Properties=species:S:1:pos:R:3:lowdin_charge:R:1
C 0.19 -0.38 -4.43 -0.0447
C -0.50 0.98 -4.57 -0.1951
O -0.68 1.59 -3.25 -0.0329
C -1.35 2.75 -3.32 -0.5881
C -1.60 3.38 -2.00 0.0250
O -1.81 3.15 -4.37 0.0768
H 1.23 -0.40 -4.08 0.0543
H 0.25 -0.77 -5.46 0.0817
H -0.36 -1.09 -3.84 0.0569
H 0.13 1.61 -5.13 0.0816
H -1.43 0.92 -5.12 0.1226
H -2.38 2.82 -1.57 0.0591
H -1.96 4.43 -2.20 0.1175
H -0.72 3.22 -1.34 0.0904
C 4.76 1.02 3.37 -0.1174
C 5.03 1.65 4.69 -0.2861
C 4.06 2.80 5.07 -0.1866
C 2.69 2.36 5.34 -0.2329
N 1.71 1.97 5.80 0.1426
H 5.49 0.30 3.13 0.0611
H 4.91 1.77 2.59 0.0778
H 3.70 0.72 3.46 0.0856
H 6.03 2.02 4.67 0.0996
H 4.93 0.86 5.40 0.1036
H 4.11 3.60 4.29 0.1237
H 4.56 3.28 5.95 0.1308
C -1.95 -1.74 -0.85 -0.1010
O -2.99 -0.75 -0.54 -0.1520
H -2.09 -2.12 -1.86 0.0769
H -0.99 -1.35 -0.55 0.0611
H -2.12 -2.57 -0.11 0.0697
H -3.71 -1.20 -0.05 0.0651
C 2.41 2.52 -3.61 -0.0862
O 2.97 1.17 -3.70 -0.1577
H 2.11 2.69 -2.56 0.0793
H 3.22 3.26 -3.87 0.0942
H 1.65 2.59 -4.35 0.0524
H 3.20 0.90 -4.60 0.0888
C -4.98 -3.24 1.55 -0.1290
O -3.67 -2.79 1.29 -0.1374
H -5.57 -3.34 0.72 0.0533
H -5.00 -4.18 2.05 0.0652
H -5.44 -2.56 2.30 0.1009
H -3.37 -2.33 2.07 0.0385
C 0.11 -2.62 3.26 -0.1277
O -0.54 -2.05 2.14 -0.1589
H 1.09 -2.11 3.51 0.0992
H -0.55 -2.52 4.10 0.0738
H 0.45 -3.62 3.06 0.0670
H 0.10 -2.08 1.39 0.0671
C -2.74 0.32 3.73 -0.1058
O -2.72 -1.09 3.41 -0.1586
H -3.74 0.61 3.66 0.0571
H -2.45 0.61 4.69 0.0510
H -2.03 0.84 3.03 0.1056
H -1.97 -1.26 2.80 0.0287
C -4.17 0.34 -3.63 -0.1614
O -3.27 1.05 -2.86 -0.1170
H -4.63 0.98 -4.30 0.0586
H -3.71 -0.41 -4.27 0.0757
H -4.99 -0.14 -3.06 0.0906
H -3.15 0.57 -2.03 0.0542
C 2.34 0.88 -0.29 -0.1562
O 2.51 -0.26 -1.11 -0.1376
H 1.98 0.61 0.71 0.0831
H 3.24 1.50 -0.18 0.0805
H 1.51 1.55 -0.68 0.0827
H 2.78 0.04 -2.01 0.0644
C 1.51 -3.89 -0.26 -0.1589
O 1.74 -2.61 0.26 -0.1469
H 2.52 -4.26 -0.62 0.1004
H 1.34 -4.49 0.57 0.0445
H 0.69 -4.02 -1.03 0.1000
H 2.08 -1.97 -0.39 0.0561
```

Output
- orbital gap (eV) = 10.1074
- highest occupied orbital energy (eV) = -9.6
- LUMO energy (eV) = 0.47

=====

[3]
C19H15F6FeN6O7S2 as an isolated structure. Source: the OMol25 dataset; level of theory: wB97M-V/def2-TZVPD.

XYZ file:
```
56
Properties=species:S:1:pos:R:3:lowdin_charge:R:1
Fe -0.07 0.69 0.11 0.7838
F 3.24 0.73 0.13 0.1141
C 3.53 1.23 1.34 -0.6713
F 3.65 0.19 2.18 0.1428
F 4.68 1.88 1.28 0.1821
S 2.17 2.32 1.90 0.6325
O 0.99 1.45 1.79 -0.3659
O 2.51 2.75 3.21 -0.2057
N 2.16 3.48 0.87 -0.2660
S 1.31 3.58 -0.44 0.6589
O 0.41 4.68 -0.46 -0.2161
O 0.76 2.29 -0.89 -0.3779
C 2.60 3.92 -1.71 -0.6889
F 3.50 2.95 -1.71 0.1515
F 3.18 5.08 -1.46 0.1808
F 2.00 3.97 -2.90 0.1604
O -7.66 0.62 -0.61 0.1078
N -6.83 0.50 0.26 -0.3299
O -7.09 0.32 1.44 0.0937
C -5.40 0.54 -0.14 -0.0450
C -5.17 0.45 -1.46 0.0844
C -3.84 0.44 -1.98 -0.1120
C -3.56 0.36 -3.35 0.0361
C -2.25 0.36 -3.77 -0.0071
C -1.24 0.43 -2.80 -0.0716
N -1.48 0.49 -1.51 0.0490
C -2.77 0.51 -1.09 -0.1254
C -3.02 0.64 0.33 -0.1182
N -1.93 0.76 1.13 0.0504
C -2.10 0.92 2.42 -0.0679
C -3.36 0.97 3.01 0.0019
C -4.48 0.84 2.22 0.0462
C -4.33 0.66 0.83 -0.0400
H -6.01 0.38 -2.14 0.1399
H -4.37 0.31 -4.06 0.1350
H -1.99 0.32 -4.82 0.1211
H -0.20 0.44 -3.10 0.1277
H -1.20 1.03 3.01 0.1196
H -3.45 1.12 4.08 0.1243
H -5.46 0.88 2.66 0.1138
N 0.80 -1.17 0.19 0.1541
C 1.76 -1.83 0.25 -0.2096
N 2.82 -2.56 0.34 -0.0585
C 3.39 -2.97 1.64 -0.0850
C 3.62 -4.46 1.61 -0.1753
O 4.42 -4.82 0.49 -0.1087
C 3.76 -4.53 -0.73 -0.1793
C 3.53 -3.04 -0.87 -0.0793
H 2.70 -2.68 2.43 0.1398
H 4.33 -2.44 1.78 0.1332
H 2.66 -5.00 1.57 0.1344
H 4.16 -4.78 2.50 0.1381
H 2.80 -5.06 -0.77 0.1339
H 4.40 -4.89 -1.53 0.1373
H 2.93 -2.81 -1.75 0.1366
H 4.48 -2.51 -0.93 0.1394
```

Output
- ΔE to the lowest compared entry with this formula, charge and spin (kcal/mol) = 0.0
- orbital gap (spin up / spin down) (eV) = 8.7053 / 8.4085
- expectation value of S² = 6.008
- 2S+1 = 5
- total charge = +1
- highest occupied orbital energy (spin up / spin down) (eV) = -12.7 / -12.4
- LUMO energy (spin up / spin down) (eV) = -4.02 / -4.04

=====

[4]
One molecule with the formula CH2N3P at a distorted geometry. Source: the OMol25 dataset; level of theory: wB97M-V/def2-TZVPD.

XYZ file:
```
7
Properties=species:S:1:pos:R:3:lowdin_charge:R:1
C -0.22 -0.69 0.47 -0.3387
N 0.92 -1.01 -0.06 -0.2054
N 1.77 -0.64 -0.72 0.1997
N 0.60 1.55 -1.06 -0.3212
P -0.53 0.91 -0.32 0.6750
H -0.86 -1.05 1.23 0.0316
H -1.67 0.93 0.47 -0.0410
```

Output
- ΔE to the lowest compared entry with this formula, charge and spin (kcal/mol) = 85.6
- orbital gap (eV) = 8.6712
- highest occupied orbital energy (eV) = -9.2
- LUMO energy (eV) = -0.57

=====

[5]
C5H10O4 as an isolated structure at a distorted geometry. Source: the OMol25 dataset; level of theory: wB97M-V/def2-TZVPD.

XYZ file:
```
19
Properties=species:S:1:pos:R:3:lowdin_charge:R:1
C 1.11 0.46 1.67 -0.2159
C 1.66 -0.57 0.10 -0.2449
O 0.78 1.66 1.39 -0.1151
O 1.81 -1.74 0.28 0.0477
H 0.16 1.66 0.22 0.0801
H 2.11 0.30 2.09 0.1160
H 0.35 -0.26 2.01 0.1011
H 2.39 0.05 -0.47 0.1202
C -2.12 0.19 0.71 -0.0208
C 0.06 -0.75 -2.04 0.0252
C -0.23 -0.01 -0.76 -0.5070
O -1.20 -0.62 -0.04 -0.0454
O -0.16 1.28 -0.79 0.0655
H -2.72 0.79 0.03 0.1036
H -2.75 -0.52 1.25 0.1001
H -1.62 0.85 1.42 0.0869
H 0.17 -1.81 -1.85 0.0970
H 0.97 -0.37 -2.52 0.0985
H -0.79 -0.59 -2.71 0.1072
```

Output
- ΔE to the lowest compared entry with this formula, charge and spin (kcal/mol) = 102.2
- orbital gap (eV) = 7.4636
- highest occupied orbital energy (eV) = -8.3
- LUMO energy (eV) = -0.80

=====

[6]
A 9-piece molecular cluster, C13H24Cl16F9O4PS overall at a distorted geometry. Source: the OMol25 dataset; level of theory: wB97M-V/def2-TZVPD.

XYZ file:
```
68
Properties=species:S:1:pos:R:3:lowdin_charge:R:1
C 2.61 -0.40 4.23 -0.1233
O 2.35 0.48 3.11 -0.3057
P 3.71 0.71 2.15 0.6008
O 4.88 -0.22 2.52 -0.3133
O 4.27 2.28 2.51 -0.1604
O 3.39 0.73 0.50 -0.2283
C 2.53 -0.37 0.09 -0.2833
C 3.28 -1.76 -0.03 -0.0325
C 3.88 -2.05 -1.49 -0.3244
F 3.64 -1.01 -2.40 0.0684
F 3.06 -3.12 -1.99 0.0046
C 5.35 -2.63 -1.52 -0.3572
F 5.59 -3.14 -2.80 0.0748
F 5.36 -3.75 -0.67 0.0623
S 6.74 -1.53 -1.02 0.9629
F 7.00 -1.17 -2.64 -0.1678
F 5.82 -0.19 -0.78 -0.1406
F 6.61 -1.87 0.59 -0.1558
F 7.78 -2.85 -1.14 -0.1774
F 8.08 -0.61 -0.69 -0.1512
H 3.62 -0.20 4.72 0.0972
H 1.84 -0.25 5.07 0.1029
H 2.56 -1.47 3.84 0.1039
H 5.22 2.20 2.75 0.0820
H 1.72 -0.51 0.89 0.0712
H 1.97 -0.05 -0.84 0.0145
H 4.10 -1.86 0.75 0.1124
H 2.52 -2.57 0.24 0.1329
Cl 4.89 -7.11 -1.89 0.5040
C 6.49 -6.59 -2.43 -1.0441
Cl 7.34 -7.90 -3.26 0.5048
H 6.38 -5.75 -3.11 0.0160
H 7.07 -6.29 -1.56 0.0267
Cl 0.27 -0.82 -1.80 0.5994
C -0.44 -2.32 -2.41 -0.9449
Cl 0.09 -3.71 -1.45 0.5320
H -1.52 -2.25 -2.35 0.0299
H -0.13 -2.47 -3.44 0.0346
Cl 0.82 2.74 1.27 0.5735
C -0.63 1.85 1.74 -1.0060
Cl -0.78 0.34 0.83 0.5263
H -0.58 1.62 2.80 0.0322
H -1.51 2.47 1.54 -0.0765
Cl -3.82 4.87 -0.18 0.5074
C -4.67 3.76 0.90 -1.0433
Cl -3.63 3.22 2.22 0.5649
H -5.54 4.27 1.31 0.0177
H -5.00 2.89 0.33 -0.0140
Cl -3.10 -5.00 -0.01 0.4842
C -2.08 -6.20 0.78 -1.0323
Cl -0.97 -5.45 1.93 0.4910
H -2.72 -6.91 1.32 0.0252
H -1.51 -6.73 0.02 0.0258
Cl -7.20 2.46 3.48 0.5032
C -6.17 1.27 4.29 -1.0325
Cl -5.08 2.04 5.44 0.4922
H -6.80 0.56 4.82 0.0259
H -5.58 0.75 3.54 0.0198
Cl -6.66 6.24 -1.88 0.4918
C -7.38 4.76 -2.51 -1.0260
Cl -6.87 3.34 -1.58 0.5450
H -8.46 4.84 -2.46 -0.0103
H -7.06 4.63 -3.55 0.0320
Cl -9.96 9.87 -2.60 0.5073
C -9.30 8.79 -3.84 -1.0197
Cl -9.75 7.11 -3.54 0.5160
H -9.69 9.09 -4.81 0.0271
H -8.22 8.88 -3.84 0.0242
```

Output
- orbital gap (eV) = 9.9175
- highest occupied orbital energy (eV) = -10.6
- LUMO energy (eV) = -0.68